(1)
8
Properties=species:S:1:pos:R:3:mulliken_spin:R:1 method="wB97M-V/def2-TZVPD" lumo_ev="0.521 / -2.779" e_above_lowest_ev=3.925 spin_multiplicity=3 homo_ev="-8.5 / -9.2" s2=2.045
C -0.761 1.159 0.097 1.14
C 0.489 1.581 -0.120 0.13
C -1.153 -0.130 0.115 -0.12
N 1.157 0.453 0.015 0.21
N 0.197 -0.657 0.005 0.02
S -2.467 -1.075 -0.064 0.64
H 2.044 0.237 -0.258 -0.02
H 0.494 -1.568 0.210 0.00

***

(2)
18
Properties=species:S:1:pos:R:3:lowdin_charge:R:1 method="wB97M-V/def2-TZVPD" lumo_ev=0.700 e_above_lowest_ev=2.864 spin_multiplicity=1 homo_ev=-8.4
C 0.471 -2.549 0.913 -0.14
C 0.379 -1.457 -0.019 -0.34
C 1.334 -1.237 -0.982 -0.14
C 1.198 -0.098 -1.993 -0.13
C -0.282 -0.201 0.735 -0.03
H 1.292 -2.420 1.593 0.08
H -0.472 -2.677 1.514 0.09
H 0.535 -3.632 0.638 0.09
H 2.355 -1.694 -0.935 0.12
H 1.766 -0.320 -2.887 0.05
H 1.498 0.978 -1.662 0.10
H 0.112 -0.123 -2.270 0.08
H 0.557 0.588 0.805 0.11
H -1.086 -0.084 0.126 0.03
H -0.617 -0.434 1.704 0.04
H -2.738 4.512 0.589 0.00
H -2.894 5.752 1.281 0.01
O -3.407 5.098 0.851 -0.02

***

(3)
126
Properties=species:S:1:pos:R:3:lowdin_charge:R:1 method="wB97M-V/def2-TZVPD" total_charge=+1 lumo_ev=-1.947 e_above_lowest_ev=0.407 spin_multiplicity=1 homo_ev=-10.1
Na -1.264 -0.629 0.939 0.30
C 0.536 2.163 1.863 -0.40
C 1.550 1.722 2.947 -0.36
C 2.580 0.683 2.452 -0.39
Sb 3.618 1.112 0.598 1.40
C 4.958 2.595 1.354 -0.42
C 5.395 3.595 0.483 -0.16
C 6.292 4.565 0.912 -0.08
C 6.752 4.553 2.224 -0.08
C 6.322 3.564 3.100 -0.08
C 5.433 2.588 2.664 -0.13
C 4.948 -0.569 0.723 -0.39
C 5.364 -1.150 -0.478 -0.16
C 6.244 -2.228 -0.485 -0.09
C 6.706 -2.752 0.715 -0.09
C 6.295 -2.189 1.919 -0.08
C 5.425 -1.104 1.922 -0.12
Sb 1.311 3.838 0.705 1.47
C 0.226 5.304 1.833 -0.40
C -0.004 6.566 1.276 -0.15
C -0.637 7.562 2.009 -0.08
C -1.036 7.316 3.317 -0.09
C -0.795 6.075 3.891 -0.09
C -0.165 5.077 3.154 -0.13
C -0.020 3.744 -0.980 -0.38
C -1.240 4.421 -1.056 -0.15
C -1.964 4.443 -2.244 -0.10
C -1.492 3.774 -3.367 -0.09
C -0.293 3.075 -3.299 -0.09
C 0.442 3.071 -2.118 -0.14
H -0.412 2.491 2.292 0.04
H 0.315 1.297 1.239 0.03
H 1.000 1.292 3.794 0.08
H 2.085 2.583 3.358 0.09
H 2.081 -0.264 2.238 0.02
H 3.329 0.488 3.222 0.04
H 5.031 3.623 -0.539 0.09
H 6.626 5.335 0.225 0.11
H 7.445 5.313 2.563 0.10
H 6.683 3.550 4.121 0.10
H 5.112 1.821 3.363 0.08
H 5.012 -0.746 -1.425 0.08
H 6.569 -2.658 -1.426 0.10
H 7.390 -3.593 0.714 0.11
H 6.666 -2.587 2.857 0.10
H 5.136 -0.672 2.874 0.08
H 0.311 6.780 0.259 0.10
H -0.814 8.533 1.561 0.11
H -1.525 8.094 3.891 0.10
H -1.091 5.885 4.916 0.10
H 0.018 4.117 3.626 0.08
H -1.622 4.954 -0.192 0.08
H -2.898 4.993 -2.296 0.11
H -2.052 3.804 -4.294 0.11
H 0.081 2.554 -4.173 0.10
H 1.391 2.544 -2.089 0.08
C -1.672 -1.144 -4.357 -0.17
C -2.581 -1.545 -3.188 -0.36
Ge -1.721 -2.618 -1.798 0.85
C -3.149 -3.008 -0.496 -0.35
C -2.691 -3.702 0.797 -0.16
C -1.065 -4.327 -2.484 -0.22
C 0.251 -4.428 -2.206 -0.34
Ge 0.733 -2.697 -1.387 0.91
C 1.697 -1.475 -2.578 -0.35
C 2.802 -2.113 -3.431 -0.16
C 1.503 -2.780 0.412 -0.35
C 2.336 -4.037 0.702 -0.15
C 1.133 -5.598 -2.485 -0.23
C 2.521 -5.489 -2.399 -0.07
C 3.352 -6.570 -2.669 -0.07
C 2.800 -7.791 -3.023 -0.08
C 1.418 -7.923 -3.102 -0.08
C 0.596 -6.840 -2.834 -0.04
H -2.236 -0.666 -5.161 0.07
H -1.161 -2.011 -4.787 0.07
H -0.904 -0.436 -4.034 0.04
H -3.418 -2.160 -3.535 0.07
H -3.008 -0.660 -2.707 0.03
H -3.836 -3.654 -1.048 0.07
H -3.686 -2.081 -0.278 0.03
H -2.076 -4.580 0.578 0.07
H -3.536 -4.039 1.403 0.08
H -2.093 -3.043 1.431 0.02
H -1.622 -5.117 -2.996 0.06
H 2.095 -0.663 -1.965 0.03
H 0.934 -1.040 -3.224 0.03
H 3.643 -2.459 -2.821 0.05
H 3.200 -1.391 -4.148 0.07
H 2.434 -2.971 -3.998 0.07
H 0.676 -2.709 1.116 0.02
H 2.112 -1.881 0.545 0.03
H 1.774 -4.953 0.503 0.07
H 2.656 -4.052 1.749 0.07
H 3.244 -4.072 0.098 0.06
H 2.960 -4.538 -2.122 0.08
H 4.427 -6.457 -2.603 0.11
H 3.440 -8.639 -3.233 0.10
H 0.980 -8.876 -3.370 0.11
H -0.480 -6.962 -2.889 0.10
C -3.883 2.767 1.067 -0.15
P -4.032 1.226 0.174 0.57
C -5.419 0.353 0.898 -0.16
C -4.527 1.629 -1.490 -0.15
O -2.755 0.425 0.224 -0.42
H -4.787 3.370 0.959 0.07
H -3.027 3.319 0.673 0.04
H -3.716 2.554 2.123 0.06
H -6.294 1.005 0.952 0.07
H -5.154 0.021 1.903 0.06
H -5.659 -0.518 0.287 0.06
H -5.420 2.260 -1.490 0.07
H -4.739 0.704 -2.029 0.05
H -3.707 2.149 -1.986 0.05
C -0.433 -3.952 3.894 0.00
N 0.063 -2.701 4.459 -0.16
C 0.724 -2.781 5.757 -0.02
C -0.072 -1.535 3.833 -0.27
O -0.585 -1.367 2.719 -0.08
H -1.138 -4.411 4.588 0.10
H 0.396 -4.640 3.729 0.10
H -0.931 -3.756 2.953 0.06
H 0.044 -3.199 6.500 0.10
H 1.032 -1.788 6.078 0.09
H 1.606 -3.419 5.691 0.10
H 0.319 -0.686 4.406 0.13

***

(4)
93
Properties=species:S:1:pos:R:3:lowdin_charge:R:1 method="wB97M-V/def2-TZVPD" total_charge=-1 lumo_ev=1.716 spin_multiplicity=1 homo_ev=-5.1
C 3.669 -4.596 2.177 -0.10
C 4.283 -4.956 0.814 -0.26
C 3.418 -4.437 -0.341 -0.23
C 2.232 -5.358 -0.635 -0.23
C 1.233 -4.749 -1.624 -0.21
C 0.246 -3.792 -0.935 -0.21
C -1.106 -3.673 -1.636 -0.17
C -2.253 -3.266 -0.664 -0.15
N -2.830 -1.963 -0.970 -0.12
N -4.135 -1.961 -1.489 0.01
C -5.169 -2.586 -0.657 -0.23
C -6.303 -1.630 -0.305 -0.21
C -7.402 -2.377 0.465 -0.27
C -8.187 -1.466 1.409 -0.12
C -2.498 -0.885 -0.105 -0.42
O -1.042 -0.913 0.081 -0.01
C -0.359 -0.227 -0.864 -0.45
O -0.256 -0.583 -1.992 0.16
C 0.287 1.019 -0.376 -0.11
C 0.987 1.794 -1.303 -0.01
C 1.539 3.011 -0.919 -0.09
C 1.425 3.429 0.413 -0.09
C 0.760 2.653 1.343 -0.07
C 0.176 1.446 0.948 0.00
P -3.117 -0.992 1.652 0.80
O -3.186 -2.376 2.205 -0.46
C -2.932 0.557 -0.549 -0.71
O -3.141 0.846 -1.718 0.02
O -2.912 1.288 0.473 -0.10
H 4.441 -4.253 2.861 0.06
H 2.914 -3.823 2.088 0.07
H 3.199 -5.472 2.618 0.06
H 5.263 -4.499 0.713 0.08
H 4.412 -6.033 0.723 0.10
H 2.988 -3.490 -0.020 0.10
H 4.000 -4.287 -1.247 0.11
H 1.733 -5.529 0.321 0.10
H 2.579 -6.338 -0.968 0.10
H 0.706 -5.563 -2.123 0.10
H 1.796 -4.218 -2.392 0.11
H 0.734 -2.822 -0.887 0.10
H 0.089 -4.172 0.072 0.11
H -1.060 -2.968 -2.461 0.10
H -1.332 -4.656 -2.057 0.09
H -3.011 -4.044 -0.708 0.11
H -1.835 -3.294 0.337 0.09
H -4.104 -2.409 -2.391 0.12
H -5.632 -3.411 -1.207 0.11
H -4.767 -2.992 0.271 0.09
H -6.696 -1.164 -1.205 0.11
H -5.944 -0.836 0.347 0.08
H -8.060 -2.907 -0.222 0.10
H -6.896 -3.118 1.083 0.10
H -7.608 -1.321 2.317 0.07
H -8.407 -0.500 0.968 0.07
H -9.109 -1.958 1.716 0.06
H 1.059 1.440 -2.320 0.12
H 2.064 3.640 -1.624 0.10
H 1.868 4.376 0.695 0.09
H 0.681 2.977 2.370 0.10
H -0.368 0.837 1.649 0.10
H -4.342 -0.314 1.688 0.02
H -2.244 -0.192 2.407 0.01
C -0.334 5.001 -3.188 -0.11
C -0.985 4.204 -4.297 -0.09
O -0.386 4.782 -5.470 0.06
C 0.794 5.336 -5.117 -0.58
O 1.604 5.753 -5.882 0.15
O 0.927 5.361 -3.769 0.05
H -0.187 4.420 -2.283 0.11
H -0.881 5.915 -2.949 0.13
H -0.733 3.144 -4.254 0.14
H -2.065 4.310 -4.328 0.14
C 4.051 0.430 2.668 -0.11
C 4.090 1.155 1.342 -0.11
O 5.024 0.368 0.590 0.07
C 5.026 -0.881 1.105 -0.57
O 5.523 -1.830 0.589 0.16
O 4.357 -0.916 2.283 0.05
H 3.080 0.476 3.154 0.13
H 4.816 0.785 3.361 0.13
H 3.125 1.154 0.832 0.11
H 4.437 2.181 1.434 0.13
C 3.326 7.780 2.909 -0.12
C 4.086 7.154 1.756 -0.12
O 4.341 5.834 2.244 0.05
C 3.412 5.541 3.187 -0.58
O 3.247 4.464 3.657 0.16
O 2.697 6.645 3.510 0.06
H 2.578 8.502 2.592 0.13
H 3.988 8.244 3.643 0.13
H 3.484 7.083 0.848 0.13
H 5.020 7.660 1.528 0.13

***

(5)
8
Properties=species:S:1:pos:R:3:lowdin_charge:R:1 method="wB97M-V/def2-TZVPD" lumo_ev=1.114 e_above_lowest_ev=2.520 spin_multiplicity=1 homo_ev=-9.4
C 0.037 -0.619 0.061 -0.30
C -1.259 -0.568 -0.019 0.02
C 1.377 0.322 0.011 0.04
O 1.255 -1.156 -0.053 -0.02
H -2.055 -1.405 0.196 0.10
H -1.655 0.404 -0.141 0.04
H 1.678 0.737 -0.846 0.05
H 1.767 0.443 0.968 0.08

***

(6)
14
Properties=species:S:1:pos:R:3:lowdin_charge:R:1 method="wB97M-V/def2-TZVPD" lumo_ev=0.994 e_above_lowest_ev=0.176 spin_multiplicity=1 homo_ev=-9.4
O -0.609 2.491 -0.100 0.08
C -0.329 1.319 -0.001 -0.39
C -1.333 0.181 0.166 -0.11
C -0.521 -1.106 -0.086 -0.18
C 1.002 -0.775 0.081 -0.18
C 1.096 0.757 -0.044 -0.11
H -1.816 0.289 1.151 0.13
H -2.134 0.288 -0.573 0.12
H -0.848 -1.938 0.547 0.10
H -0.712 -1.393 -1.125 0.10
H 1.495 -1.248 -0.754 0.09
H 1.486 -1.161 0.994 0.11
H 1.688 1.234 0.744 0.12
H 1.537 1.062 -1.000 0.12

***

(7)
105
Properties=species:S:1:pos:R:3:mulliken_spin:R:1 method="wB97M-V/def2-TZVPD" lumo_ev="-0.132 / -0.441" e_above_lowest_ev=1.462 spin_multiplicity=5 homo_ev="-7.6 / -7.6" s2=6.010
Fe -1.667 2.210 1.283 3.84
O -1.360 1.543 -0.776 0.09
C -0.273 0.661 -0.665 -0.02
C 0.337 0.326 0.715 -0.01
O 0.076 1.169 1.832 0.06
H 0.476 1.014 -1.374 0.00
H -0.552 -0.268 -1.162 0.00
H 1.391 0.105 0.550 0.01
H -0.220 -0.571 0.988 0.00
C -0.187 -3.616 -0.027 0.00
O -1.535 -3.797 0.309 0.00
C -1.980 -4.888 0.918 0.00
O -1.218 -5.824 1.282 0.00
O -3.310 -4.808 0.964 0.00
C -4.053 -5.935 1.326 0.00
H -0.169 -2.798 -0.748 0.00
H 0.224 -4.423 -0.633 0.00
H 0.528 -3.419 0.771 0.00
H -4.097 -6.625 0.484 0.00
H -5.035 -5.559 1.612 0.00
H -3.605 -6.655 2.011 0.00
C 5.736 -1.454 6.738 0.00
O 4.721 -0.795 5.896 0.00
C 4.861 0.356 5.297 0.00
O 5.699 1.179 5.644 0.00
O 3.766 0.511 4.459 0.00
C 3.539 1.728 3.764 0.00
H 6.393 -0.720 7.205 0.00
H 6.320 -2.088 6.070 0.00
H 5.320 -2.136 7.479 0.00
H 3.001 2.468 4.356 0.00
H 2.803 1.515 2.988 0.00
H 4.472 2.047 3.299 0.00
C 3.247 -1.845 -0.876 0.00
O 3.522 -2.497 -2.142 0.00
C 3.364 -3.870 -2.210 0.00
O 2.856 -4.606 -1.402 0.00
O 3.826 -4.306 -3.422 0.00
C 3.684 -5.684 -3.769 0.00
H 2.201 -2.050 -0.649 0.00
H 3.496 -0.790 -0.760 0.00
H 3.746 -2.315 -0.028 0.00
H 3.275 -5.876 -4.761 0.00
H 2.886 -6.097 -3.153 0.00
H 4.613 -6.235 -3.621 0.00
C -4.433 2.639 -1.795 0.00
O -4.848 3.795 -1.031 0.00
C -4.390 3.988 0.225 0.00
O -3.396 3.517 0.700 0.00
O -5.308 4.741 0.933 0.00
C -4.949 5.085 2.306 0.00
H -5.170 2.515 -2.588 0.00
H -4.393 1.758 -1.155 0.00
H -3.474 2.844 -2.269 0.00
H -5.182 4.200 2.898 0.00
H -5.655 5.845 2.640 0.00
H -3.884 5.258 2.456 0.00
C -1.625 -1.815 -3.400 0.00
O -2.566 -0.960 -3.988 0.00
C -3.877 -0.916 -3.565 0.00
O -4.414 -1.450 -2.554 0.00
O -4.580 -0.236 -4.513 0.00
C -5.906 -0.037 -4.467 0.00
H -1.506 -1.847 -2.317 0.00
H -0.652 -1.533 -3.804 0.00
H -1.973 -2.832 -3.581 0.00
H -6.325 0.298 -5.416 0.00
H -6.044 0.685 -3.663 0.00
H -6.503 -0.854 -4.062 0.00
C 1.822 3.522 -0.158 -0.01
O 1.367 4.767 0.373 0.00
C 0.089 4.947 0.701 0.01
O -0.774 4.108 1.144 0.00
O -0.177 6.247 0.622 0.00
C -1.415 6.837 0.882 0.00
H 1.321 3.269 -1.092 0.00
H 1.823 2.692 0.549 0.00
H 2.864 3.635 -0.459 0.00
H -1.204 7.883 1.104 0.00
H -1.767 6.537 1.869 0.00
H -2.150 6.715 0.087 0.00
C -1.386 2.116 -4.415 0.00
O -1.424 3.304 -3.701 0.00
C -0.281 3.905 -3.344 0.00
O 0.854 3.581 -3.623 0.00
O -0.538 5.118 -2.833 0.00
C 0.519 6.115 -2.706 0.00
H -2.438 1.863 -4.553 0.00
H -1.014 1.281 -3.822 0.00
H -0.845 2.197 -5.358 0.00
H 0.203 6.952 -2.083 0.00
H 0.660 6.338 -3.764 0.00
H 1.481 5.722 -2.379 0.00
C 2.097 -1.737 2.879 0.00
O 1.775 -3.128 2.937 0.00
C 2.718 -4.013 2.871 0.00
O 3.933 -3.751 2.830 0.00
O 2.197 -5.263 2.704 0.00
C 3.109 -6.430 2.591 0.00
H 2.595 -1.515 1.935 0.00
H 2.894 -1.581 3.606 0.00
H 1.238 -1.083 3.025 0.00
H 2.688 -6.884 1.694 0.00
H 2.962 -7.086 3.449 0.00
H 4.142 -6.152 2.384 0.00

***

(8)
48
Properties=species:S:1:pos:R:3:lowdin_charge:R:1 method="wB97M-V/def2-TZVPD" lumo_ev=-2.608 e_above_lowest_ev=1.677 spin_multiplicity=1 homo_ev=-7.4
Zr 0.379 -0.496 -0.708 1.42
O -3.428 -0.035 2.207 0.03
C -2.802 -0.545 3.334 -0.22
C -3.414 -0.539 4.594 -0.03
C -2.669 -0.790 5.778 -0.08
C -1.302 -0.986 5.724 -0.10
C -0.725 -1.151 4.465 -0.03
C -1.405 -0.997 3.248 -0.06
C -0.707 -1.329 1.980 -0.41
O -1.249 -1.060 0.849 -0.14
N 0.557 -1.843 2.127 0.07
N 1.077 -1.910 0.912 -0.15
C 2.145 -2.664 0.710 -0.05
C 2.528 -2.713 -0.606 -0.30
C 3.750 -3.179 -1.115 0.02
C 3.917 -3.077 -2.493 -0.03
C 2.881 -2.619 -3.296 -0.05
C 1.673 -2.293 -2.738 -0.15
N 1.468 -2.359 -1.403 -0.06
H -4.395 0.078 2.394 0.13
H -4.471 -0.180 4.639 0.12
H -3.200 -0.782 6.777 0.12
H -0.726 -0.984 6.634 0.10
H 0.343 -1.352 4.480 0.11
H 2.770 -3.061 1.568 0.16
H 4.510 -3.536 -0.440 0.12
H 4.878 -3.318 -2.932 0.12
H 3.020 -2.514 -4.390 0.13
H 0.832 -1.952 -3.336 0.11
O -1.197 0.020 -4.433 0.14
C -1.050 0.201 -3.270 -0.53
O -0.792 -0.780 -2.347 -0.28
C -1.173 1.614 -2.692 -0.07
C -0.852 2.770 -3.501 0.13
C -0.361 3.851 -2.803 -0.15
C -0.044 3.834 -1.436 0.13
C -0.325 2.641 -0.750 -0.26
C -1.205 1.735 -1.303 -0.02
N 0.363 2.308 0.370 -0.28
O 1.111 3.159 0.857 0.15
O 0.284 1.077 0.896 -0.17
N -0.294 5.112 -3.405 -0.35
O -0.725 5.148 -4.563 0.09
O 0.097 6.015 -2.713 0.11
H -0.945 2.764 -4.589 0.15
H 0.379 4.700 -0.934 0.15
H -1.790 1.086 -0.662 0.14
Se 2.287 0.934 -1.687 0.03